{"formula": "C58H64GeN9O2P2Rb", "method": "ωB97M-V/def2-TZVPD", "e_lumo_ev": [2.0, 2.0], "total_charge": -1, "multiplicity": 2, "elements": ["C", "C", "H", "C", "H", "C", "H", "C", "C", "C", "O", "P", "H", "H", "H", "N", "H", "N", "H", "H", "H", "H", "H", "H", "H", "C", "C", "H", "C", "C", "C", "N", "H", "C", "C", "C", "H", "C", "H", "C", "H", "C", "N", "H", "N", "H", "H", "H", "C", "Ge", "H", "C", "N", "C", "C", "H", "H", "H", "H", "H", "C", "C", "H", "C", "C", "C", "H", "H", "C", "H", "C", "C", "H", "N", "C", "H", "H", "H", "C", "H", "H", "H", "C", "Rb", "H", "H", "C", "C", "H", "H", "H", "C", "H", "H", "C", "H", "P", "H", "C", "N", "H", "C", "H", "C", "C", "C", "H", "C", "H", "C", "C", "H", "C", "O", "C", "H", "H", "C", "C", "H", "H", "H", "C", "N", "C", "H", "C", "H", "H", "C", "C", "C", "C", "H", "C", "C", "H"], "xyz": [[-0.334, -4.958, 2.419], [-0.309, -0.971, -4.626], [-2.429, -4.978, 0.554], [1.043, -4.894, -2.907], [-3.900, -0.571, 2.847], [0.697, 4.844, -1.603], [7.112, -0.571, 1.589], [-6.752, 2.274, -1.502], [-4.221, 2.765, 1.076], [-7.934, 3.414, 0.284], [-3.838, 1.255, -1.960], [-0.482, 0.543, -3.600], [3.725, 1.470, -6.106], [3.292, -3.834, 1.749], [-1.322, 5.052, 3.575], [1.635, -0.487, 5.406], [-8.854, 3.840, 0.665], [-3.435, 2.136, 0.147], [-0.527, 5.353, -4.147], [-0.333, -0.757, -5.697], [2.998, -1.602, -2.586], [2.859, -5.789, 3.161], [-3.729, -5.823, -0.310], [2.143, 1.525, 5.610], [-6.727, 1.817, -2.485], [-2.547, -2.701, -0.914], [-2.950, -5.062, -0.400], [0.761, 1.265, 4.528], [-3.601, -3.734, -0.801], [4.884, 2.864, 0.292], [3.114, 3.163, -4.936], [3.122, 0.764, -1.825], [-2.633, 0.471, -4.694], [-6.775, 3.455, 1.065], [1.038, 2.914, -3.709], [3.722, -0.515, 1.479], [-1.095, -2.615, 5.386], [0.786, 5.255, 3.133], [4.428, -2.880, -0.825], [1.673, -2.955, -1.557], [0.808, -1.512, 7.026], [1.842, 4.716, 2.414], [3.942, 3.406, 1.081], [-2.055, 0.532, 1.701], [2.365, 2.145, -0.155], [-1.779, 4.107, -4.346], [1.313, 0.151, 7.361], [0.376, -4.548, -0.908], [-4.205, 1.836, -0.945], [1.484, -1.806, 0.112], [6.714, -2.284, -0.158], [1.822, -4.449, -3.971], [-1.737, -1.891, -1.003], [2.436, -2.530, -2.652], [-5.621, 2.326, -0.717], [1.780, 0.108, -5.486], [3.899, 0.213, -2.150], [-8.834, 2.811, -1.567], [0.092, 5.162, -0.752], [0.493, -5.826, -2.994], [-1.829, -0.174, 2.485], [-1.307, -1.923, 4.575], [2.400, 0.856, 3.995], [5.873, -1.782, 0.310], [5.014, -0.187, 1.879], [-2.883, -0.797, 3.146], [2.840, 5.131, 2.455], [3.979, 3.761, -5.195], [-0.548, -0.461, 2.901], [-2.227, -5.384, -1.151], [-1.944, 1.284, -4.461], [-1.195, 4.670, -3.619], [-6.767, 3.904, 2.051], [6.171, 3.246, 0.530], [4.571, -2.113, -0.070], [2.884, 0.021, 1.917], [-1.357, -5.262, 2.621], [-1.584, 3.077, 2.132], [-0.463, 4.668, 3.039], [-5.396, -4.008, 0.357], [-1.887, 5.248, -3.003], [2.233, 0.290, -1.732], [0.895, 1.604, -4.221], [-0.799, 0.871, -0.337], [0.911, 5.715, -2.227], [-0.192, -0.154, 6.472], [-5.632, 2.900, 0.533], [0.722, -5.669, 2.975], [-5.030, -2.304, 0.007], [1.630, 4.436, -1.222], [6.884, 2.661, 0.132], [2.265, -4.133, 1.929], [-1.650, 1.782, -5.386], [3.142, -2.897, -4.650], [-4.595, -3.270, 0.271], [-5.072, -4.620, -2.097], [-0.230, 3.543, -2.519], [1.886, -5.024, -4.887], [1.195, -1.482, 4.427], [4.684, 2.022, -0.710], [-2.481, 1.966, -3.804], [3.405, 1.670, -0.870], [-4.736, -2.917, -2.471], [1.730, 0.853, 4.854], [6.101, -0.823, 1.291], [-0.610, 3.550, 2.229], [5.171, 0.572, 2.639], [2.145, 3.674, -4.082], [0.595, -1.528, -4.373], [2.025, -5.247, 2.729], [-4.287, -3.863, -2.165], [-4.101, -3.170, 1.239], [2.525, -3.259, -3.835], [-3.883, 3.168, 2.180], [2.971, 1.881, -5.444], [2.271, 4.673, -3.681], [0.941, 6.126, 3.759], [1.220, -3.392, 1.360], [-2.619, -1.687, 4.183], [-3.436, -2.180, 4.696], [0.533, -6.536, 3.597], [-0.922, -3.268, 1.241], [0.977, -4.161, -1.726], [0.401, 3.032, 1.529], [1.867, 1.114, -5.094], [1.874, -1.439, 3.578], [-7.923, 2.830, -0.982], [1.296, -2.475, 4.872], [6.350, 3.676, 1.420], [-0.081, -3.836, 1.633], [2.708, 3.005, 0.790], [1.599, 3.608, 1.616], [3.456, -1.494, 0.512], [-3.570, -4.169, -2.929], [0.845, -0.498, 6.618], [-0.232, -1.301, 3.941], [-1.156, -1.611, -4.371]]}



{"formula": "C58H67F3N5O", "method": "ωB97M-V/def2-TZVPD", "e_lumo_ev": -4.7, "total_charge": 1, "multiplicity": 1, "elements": ["C", "C", "H", "H", "H", "H", "H", "C", "N", "H", "H", "C", "C", "C", "C", "C", "C", "C", "H", "H", "N", "H", "H", "H", "C", "H", "H", "C", "C", "C", "C", "C", "C", "C", "C", "H", "C", "H", "F", "C", "H", "O", "C", "C", "H", "C", "H", "C", "H", "H", "H", "H", "H", "H", "H", "H", "H", "C", "H", "C", "H", "C", "F", "H", "C", "H", "C", "C", "C", "H", "H", "C", "C", "H", "C", "H", "H", "C", "H", "H", "H", "C", "F", "C", "H", "C", "N", "H", "H", "H", "C", "C", "H", "C", "H", "H", "C", "H", "H", "H", "C", "C", "H", "H", "H", "H", "H", "C", "H", "C", "C", "C", "H", "H", "C", "C", "C", "C", "H", "H", "C", "H", "C", "H", "H", "N", "C", "C", "H", "H", "C", "H", "N", "H"], "xyz": [[-2.391, -3.382, 2.916], [-2.749, 5.921, 1.953], [-1.255, 1.833, 0.266], [4.118, -1.707, 0.510], [1.587, 0.017, -4.002], [0.504, -6.527, 0.977], [0.236, 2.770, -4.461], [3.195, -2.288, 0.409], [0.486, 1.359, -5.984], [0.245, 1.837, -1.938], [-1.662, -5.847, 2.001], [2.415, -0.243, -6.377], [-0.396, 0.642, 5.117], [-0.133, -0.290, 1.619], [1.213, -3.249, 1.608], [-3.094, 0.773, -4.149], [-1.077, -3.792, 2.261], [-1.433, 4.273, 3.273], [-3.626, -3.490, 1.145], [3.962, -0.415, 4.632], [0.427, 0.047, -7.812], [-2.756, -1.582, 7.242], [-2.458, -0.879, 4.887], [2.149, -1.379, 2.030], [1.109, 1.295, -2.339], [1.727, 2.913, -0.320], [0.292, 0.595, -0.254], [2.323, 1.265, -1.573], [1.064, 1.565, 6.788], [-2.008, 4.615, 2.056], [0.190, -0.336, 0.270], [4.563, 0.400, -1.151], [1.378, -4.570, 1.185], [-0.065, 1.250, -8.238], [-1.935, 3.763, 0.959], [3.448, -3.283, 0.020], [2.547, -1.745, -6.185], [3.945, 3.156, 0.779], [-2.214, 6.879, 2.769], [0.546, 1.744, -4.698], [1.999, 2.598, 3.531], [-0.524, 1.498, -9.352], [-3.574, -0.272, -4.946], [4.809, 1.459, -0.268], [3.362, -1.984, -5.491], [-3.509, -0.175, -6.340], [-2.085, 1.082, 8.021], [-0.380, 0.743, 2.543], [-2.361, -4.987, 4.381], [-0.156, -0.834, -4.690], [-1.744, 3.256, -7.678], [-4.295, -1.454, 6.366], [-4.009, 1.631, 5.670], [-2.125, 2.708, -4.146], [-4.620, 0.330, 4.610], [2.347, -4.867, 0.788], [2.890, -3.056, 3.776], [1.092, 0.946, -3.701], [-0.320, 2.832, 4.361], [2.543, 2.242, -0.566], [2.881, 0.121, -7.300], [-0.741, 2.124, 2.334], [-2.742, 6.428, 0.685], [3.577, 0.352, 6.199], [0.013, 2.213, -7.060], [-2.391, 4.041, 0.016], [-0.865, -5.113, 1.871], [-2.757, -0.126, 5.627], [-0.785, 3.060, 3.405], [-1.144, 3.721, -6.068], [0.784, 2.969, -7.302], [-3.339, -2.751, 1.907], [2.116, 0.729, 4.621], [3.135, 2.622, 4.900], [-1.449, 0.548, 6.039], [-3.246, 1.337, 4.089], [-4.028, -1.148, -4.478], [3.339, 0.302, -1.812], [-2.861, -1.904, 1.401], [-3.176, 0.732, -3.061], [5.333, -0.365, -1.324], [-3.715, 0.850, 4.953], [-4.067, 5.794, 2.326], [-0.028, 1.662, 7.656], [2.560, -1.786, -0.325], [0.905, 0.997, 5.519], [-0.630, 0.142, 3.781], [1.431, -1.582, -8.630], [0.180, -1.309, -0.213], [-2.764, 0.983, -8.017], [-1.325, 2.877, -6.739], [2.469, -2.384, 1.739], [-3.831, -0.183, 7.524], [2.742, 2.007, 4.079], [0.848, -3.128, -6.245], [-2.127, -2.623, 3.661], [3.148, -0.156, 5.323], [-0.745, -1.410, -6.238], [2.055, 1.910, 7.100], [2.851, 0.315, -5.544], [0.350, -5.497, 1.302], [1.194, -2.274, -5.646], [1.314, -2.630, -4.615], [-3.953, -0.945, -6.972], [-0.326, -1.836, -8.387], [2.783, -2.249, -7.132], [0.244, -0.772, -9.694], [-2.252, 1.871, -6.123], [1.743, 0.161, 3.762], [-0.066, -2.837, 2.014], [-3.450, -0.879, 6.766], [-1.260, 1.097, 7.305], [-4.244, -2.393, 2.412], [2.680, -1.090, 5.661], [0.167, -1.146, -5.689], [0.874, 0.011, -6.436], [-2.847, 0.899, -6.931], [-1.290, 2.539, 1.094], [0.093, 2.133, 8.634], [3.128, -0.522, -2.504], [3.780, 2.364, 0.049], [-1.504, 4.950, 4.118], [0.445, -1.105, -8.672], [-3.487, -5.262, 3.020], [3.560, 1.766, 3.387], [-0.299, -1.470, 2.379], [-2.486, 1.872, -4.748], [-3.069, -4.507, 3.697], [-3.885, -4.089, 4.298], [4.233, -2.200, 2.992], [3.416, -2.913, 2.824], [5.800, 1.576, 0.178], [-0.604, -1.221, 3.670], [3.852, -3.876, 2.522]]}



{"formula": "C58H69BO6S", "method": "ωB97M-V/def2-TZVPD", "e_lumo_ev": -0.1, "total_charge": 0, "multiplicity": 1, "elements": ["C", "H", "H", "C", "C", "H", "C", "H", "C", "H", "H", "H", "C", "O", "O", "C", "H", "C", "H", "H", "H", "H", "O", "C", "O", "H", "H", "C", "H", "C", "C", "H", "C", "C", "C", "C", "H", "H", "H", "H", "C", "C", "C", "C", "H", "C", "H", "H", "H", "H", "C", "H", "C", "C", "C", "C", "H", "H", "C", "H", "B", "H", "C", "C", "C", "H", "H", "C", "C", "C", "H", "H", "H", "C", "H", "H", "H", "H", "H", "H", "C", "H", "H", "H", "H", "C", "H", "C", "C", "C", "C", "H", "C", "C", "O", "H", "C", "H", "C", "C", "C", "H", "H", "H", "H", "H", "C", "H", "C", "H", "H", "H", "C", "C", "H", "H", "H", "C", "C", "O", "C", "C", "C", "S", "H", "C", "C", "H", "H", "H", "H", "H", "C", "H", "H"], "xyz": [[-0.992, 0.803, 0.937], [-0.816, -2.873, -2.424], [-6.827, -0.327, 5.491], [0.377, 9.575, 3.695], [-4.848, 2.992, 5.476], [1.061, -0.263, -4.115], [-2.894, 2.135, -2.440], [2.564, -0.001, 4.237], [-2.756, -1.895, -2.155], [1.683, 3.385, 3.825], [-8.012, 1.821, 5.816], [-1.110, -4.193, -4.334], [0.280, 2.299, 5.038], [2.744, -4.166, -2.219], [1.514, -6.818, -1.269], [0.571, -1.043, -3.467], [4.472, 3.613, 1.632], [-1.589, -2.422, -3.131], [1.253, -3.627, 2.362], [1.362, -0.635, 6.306], [-2.708, -4.362, -3.516], [3.158, -7.518, -2.659], [1.355, -2.255, -3.576], [0.474, 8.838, 4.870], [2.757, -4.686, -0.930], [-1.626, -2.581, -0.397], [-3.108, 1.775, 5.141], [1.274, -2.970, 3.224], [-3.175, -0.930, -2.557], [0.037, 3.067, 7.309], [-4.237, 1.827, -2.259], [4.497, -11.580, -2.904], [-6.938, 1.811, 5.667], [2.249, -9.943, -4.844], [-2.059, -3.622, -4.067], [-2.518, 3.111, -3.357], [3.341, 1.323, -2.609], [-6.256, 2.258, -2.855], [2.404, -1.329, -5.367], [0.087, -2.755, 6.394], [-5.209, 2.500, -2.993], [4.223, -0.616, -6.261], [1.334, -1.288, 5.440], [0.252, 7.466, 4.850], [1.266, 4.737, 7.872], [4.229, 3.111, 0.703], [3.514, 0.024, -0.511], [-2.492, -3.280, -5.049], [0.038, -4.254, 4.425], [4.076, 1.169, 1.611], [2.294, -8.694, -4.232], [-3.605, -2.628, -2.069], [-0.315, 2.187, 6.291], [2.155, -0.912, -7.460], [-0.178, 7.569, 2.482], [2.767, -0.468, -8.627], [-2.137, 1.612, -1.866], [-4.292, 3.923, 5.477], [-0.937, -1.201, -3.915], [0.723, 9.334, 5.802], [1.587, -5.510, -0.729], [2.199, -0.406, -9.548], [3.038, -10.981, -4.364], [3.918, -9.524, -2.660], [0.621, -2.481, 5.491], [-0.244, 5.760, 3.641], [-0.429, 2.982, 8.284], [-2.030, -1.582, -0.766], [0.592, -3.323, 4.384], [2.012, -0.933, 4.278], [-3.199, 4.551, -4.799], [-0.029, 9.516, 1.586], [2.319, 4.940, 5.641], [3.877, -10.771, -3.275], [-0.982, 1.845, 1.380], [-1.470, 3.346, -3.500], [-3.108, 1.759, 2.397], [-0.436, 7.075, 1.553], [-0.315, 0.141, 1.541], [1.597, -10.106, -5.695], [3.688, 1.095, -0.501], [-1.087, -1.371, -5.018], [-4.378, -0.349, 5.139], [-3.911, -1.328, 0.608], [4.588, 0.239, -9.522], [-0.072, 6.831, 3.656], [4.788, -0.669, -5.337], [4.109, -0.104, -8.612], [-4.835, 3.483, -3.903], [0.988, 4.054, 7.076], [-2.486, 0.317, 0.855], [4.324, 4.908, -0.471], [-6.226, 3.006, 5.661], [-3.587, 1.300, 1.485], [0.449, -5.038, 0.008], [-3.816, 2.103, 0.728], [2.882, -0.985, -6.277], [0.008, 1.611, 4.244], [4.143, 3.839, -0.479], [4.004, 1.738, 0.691], [-4.182, 1.786, 5.288], [-6.745, 3.947, 5.802], [1.110, -1.202, -7.473], [2.507, -1.495, 2.264], [-5.592, 4.012, -4.471], [0.576, -7.072, -1.284], [-6.272, 0.605, 5.484], [-1.134, -0.939, -1.030], [4.837, -0.180, -7.429], [4.569, -9.362, -1.807], [-4.524, 1.063, -1.544], [3.753, 3.765, -2.591], [-2.941, -0.867, 0.290], [1.224, 3.293, 4.803], [-0.036, -4.429, -0.578], [-1.053, 1.414, 6.473], [0.331, 6.890, 5.766], [1.580, 4.169, 5.824], [3.823, 3.196, -1.670], [2.940, -1.601, -1.606], [1.980, -1.773, 3.170], [3.593, 1.824, -1.681], [-3.490, 3.787, -4.087], [1.960, -2.647, -2.041], [-0.579, 0.901, -0.116], [-4.896, 0.592, 5.289], [0.050, 8.941, 2.501], [5.884, 0.101, -7.419], [0.554, -0.661, -2.396], [-1.483, -0.244, -3.636], [3.000, -11.955, -4.839], [1.681, -7.883, -4.609], [3.126, -8.487, -3.138], [0.557, 10.644, 3.709], [-4.492, 0.717, 1.812]]}



Ordered relative energy (zero: lowest compared OMol25 entry of this formula, charge and spin) results: 250.8; 0.0; 254.5; unit kJ/mol.
Ordered calculated total energy results: -5675.68405; -2898.65749; -3125.84761; unit a.u..